1.
This record from OMol25 describes the ion C34H32NO with charge +1 in a non-equilibrium geometry. The level of theory is ωB97M-V/def2-TZVPD.

The geometry in XYZ format:
```
68
C34H32NO ωB97M-V/def2-TZVPD
C 1.38863 0.70477 1.26064
C 2.21409 0.55407 2.37963
C 3.67260 0.72131 2.43083
C 4.37951 1.08110 1.26028
C 5.76364 1.18902 1.27674
C 6.46626 0.94777 2.45574
C 5.78149 0.57226 3.61924
C 4.40148 0.45085 3.61517
O 1.68474 0.29624 3.60338
C 0.31216 0.26422 3.72068
C -0.17270 0.45027 5.01522
C -1.52329 0.66051 5.18530
C -2.36883 0.63374 4.08534
C -1.88632 0.39602 2.80161
C -0.51542 0.13917 2.56724
C 0.06414 0.15981 1.18082
C -0.36050 -0.90126 -0.29843
C -1.33817 -0.27927 -1.23451
C -0.89557 0.98272 -1.84834
C 0.03992 1.02817 -2.88937
C 0.54662 2.24877 -3.32927
C 0.12630 3.44288 -2.73585
C -0.83958 3.41012 -1.72391
C -1.37990 2.19586 -1.31090
N -2.64432 -0.61298 -1.42478
C -3.12782 -1.90718 -0.92789
C -4.65179 -2.09458 -0.95933
C -5.36025 -1.54368 -2.19362
C -4.91643 -0.12512 -2.45238
C -3.40806 -0.01411 -2.58168
C 0.75280 -1.55735 -1.09195
C 1.89378 -0.79577 -1.35715
C 3.01990 -1.32292 -1.98482
C 3.00467 -2.61195 -2.51118
C 1.82340 -3.35445 -2.35326
C 0.71661 -2.86760 -1.64576
H 1.79990 1.35382 0.45269
H 3.79486 1.27299 0.36325
H 6.26530 1.48631 0.36346
H 7.54528 1.03914 2.46178
H 6.33132 0.38045 4.53839
H 3.88226 0.16440 4.52973
H 0.55223 0.47356 5.81674
H -1.88468 0.88740 6.18896
H -3.43132 0.75555 4.25095
H -2.56838 0.37336 1.95957
H -0.56804 0.87973 0.53131
H -0.78938 -1.59045 0.42644
H 0.35983 0.09151 -3.35175
H 1.29064 2.27331 -4.12652
H 0.57035 4.40102 -3.03973
H -1.18124 4.33924 -1.26117
H -2.15312 2.16988 -0.53637
H -2.66240 -2.70819 -1.53534
H -2.79846 -2.04140 0.11244
H -4.86274 -3.15902 -0.86173
H -5.07635 -1.60728 -0.07765
H -5.13398 -2.15808 -3.06541
H -6.44374 -1.57477 -2.04571
H -5.35715 0.26571 -3.37556
H -5.25955 0.53793 -1.65499
H -3.12647 1.03549 -2.71575
H -3.08811 -0.55461 -3.48929
H 1.88087 0.23473 -1.04595
H 3.90405 -0.70257 -2.06157
H 3.88280 -3.00381 -3.03432
H 1.82180 -4.35912 -2.77405
H -0.16018 -3.49764 -1.54628
```

Values from the calculation:
Frontier orbital gap (eV): 6.216
E (Eh): -1444.4781
Charge: +1
E_HOMO (eV): -10.111
SMILES: C1=C(c2ccccc2)Oc2ccccc2[C@@H]1[C@@H](C(c1ccccc1)=[N+]1CCCCC1)c1ccccc1
Energy above the lowest of the compared OMol25 structures with the same formula, charge and spin (eV): 1.586


2.
This record from OMol25 describes a structure of composition C34H33AsAuBBrF2N. The level of theory is ωB97M-V/def2-TZVPD.

The geometry in XYZ format:
```
74
C34H33AsAuBBrF2N ωB97M-V/def2-TZVPD
Au 2.01730 -0.03155 0.37424
Br 2.35440 -0.02645 3.54277
C 4.18289 0.34055 3.16957
C 5.01877 0.20356 4.24355
C 6.38378 0.53399 4.13559
C 6.85694 1.03016 2.96052
C 6.00724 1.18274 1.83522
C 6.53452 1.74479 0.65008
C 5.72608 1.91982 -0.43375
C 4.38680 1.49036 -0.39487
C 3.80738 0.89105 0.71005
C 4.63185 0.79349 1.88584
H 4.61608 -0.14287 5.18531
H 7.03505 0.41274 4.99322
H 7.89677 1.32434 2.86096
H 7.57894 2.03864 0.63248
H 6.11671 2.37325 -1.33905
H 3.78225 1.62795 -1.28263
C -2.13566 5.17003 -2.26319
C -1.51023 3.83536 -1.92389
C -0.96241 3.04644 -2.96717
C -0.71143 1.68639 -2.71724
C -0.43337 0.83598 -3.94163
C -0.77916 1.14256 -1.44084
As -0.84026 -0.77104 -1.38314
N 0.44345 -1.31131 -0.13827
C 0.66440 -2.65292 -0.01763
C -0.15242 -3.64564 -0.61981
C 0.07288 -4.99788 -0.42399
C 1.10635 -5.45704 0.38344
C 1.91310 -4.50165 0.99921
C 1.70210 -3.15007 0.81494
C -2.60754 -1.17583 -0.46931
C -2.86808 -1.78563 0.76808
C -1.83660 -2.11777 1.82179
C -4.18374 -2.11071 1.12227
C -5.26515 -1.84510 0.30758
C -6.67132 -2.19552 0.71831
C -5.00618 -1.22763 -0.90972
C -3.71593 -0.90246 -1.30431
C -3.55103 -0.23368 -2.64664
C -0.73432 2.11806 -0.24735
C -1.32370 1.59519 1.05842
C -1.51125 3.38241 -0.64652
H -2.20013 5.30558 -3.34498
H -1.55079 5.99870 -1.85413
H -3.14581 5.24746 -1.85139
H -0.91321 3.43279 -3.97933
H -0.34302 1.48280 -4.81674
H -1.22835 0.11263 -4.13923
H 0.49260 0.26663 -3.83276
H -0.98638 -3.34478 -1.24104
H -0.58884 -5.70873 -0.91031
H 1.27300 -6.51683 0.53538
H 2.72481 -4.81617 1.64835
H 2.33765 -2.43481 1.32388
H -0.86798 -1.68699 1.61108
H -1.71246 -3.20074 1.90766
H -2.17916 -1.74271 2.79043
H -4.35025 -2.57795 2.09050
H -6.68344 -2.66796 1.70186
H -7.13457 -2.88699 0.00909
H -7.30595 -1.30665 0.76583
H -5.83232 -0.98694 -1.57469
H -4.52489 -0.10485 -3.12348
H -2.91786 -0.83065 -3.30851
H -3.07056 0.74258 -2.54458
H -0.74041 0.77042 1.45774
H -2.35292 1.26530 0.90689
H -1.32588 2.39480 1.80446
H -1.98875 3.95155 0.14881
F 1.48783 3.17039 -1.00449
B 0.66174 2.81208 -0.00914
F 0.93007 3.42296 1.17031
```

Values from the calculation:
Frontier orbital gap (eV): 4.391
E (Eh): -6540.3436
Charge: -2
E_HOMO (eV): -0.004


3.
This record from OMol25 describes a structure of composition C34H33AsF5N2NbO8S4 in a non-equilibrium geometry. The level of theory is ωB97M-V/def2-TZVPD.

The geometry in XYZ format:
```
88
C34H33AsF5N2NbO8S4 ωB97M-V/def2-TZVPD
Nb -0.04569 -1.09322 -0.23664
F -4.26026 -0.57660 6.10754
C -3.75940 -0.50999 4.84218
C -2.75661 -1.37976 4.44117
F -2.31416 -2.22605 5.42214
C -2.36558 -1.41189 3.11313
F -1.63727 -2.42380 2.61890
C -2.78792 -0.40543 2.26595
S -2.42736 -0.44979 0.57843
C -3.76970 0.49954 2.70062
F -4.09234 1.47823 1.81928
C -4.30044 0.47034 3.99386
F -5.18060 1.32211 4.46799
O 1.92592 -1.06776 -1.02370
S 3.25555 -1.62966 -1.68483
C 4.68217 -1.40647 -0.47145
C 4.53061 -0.32809 0.62095
C 4.23492 -1.01130 1.99197
C 3.06168 -2.05742 2.05731
S 1.30342 -1.60664 2.70455
O 0.73241 -0.71503 1.50902
C 1.54585 -0.37569 4.00283
C 2.04285 -0.56284 5.30471
C 1.65335 0.41160 6.30749
C 0.90464 1.54271 6.01266
C 0.63189 1.77264 4.63541
C 0.99340 0.88882 3.64801
C 3.44240 -0.22016 -2.75537
C 2.33091 0.23192 -3.55067
C 2.32970 1.49731 -4.13784
C 3.47464 2.26347 -4.18601
C 4.66107 1.69031 -3.68257
C 4.63335 0.47751 -3.02300
H 5.52361 -1.22260 -1.19493
H 4.81654 -2.36758 0.02418
H 3.78416 0.40588 0.28383
H 5.46418 0.23434 0.66013
H 4.03923 -0.20974 2.73156
H 5.15091 -1.55468 2.24390
H 3.27678 -2.86289 2.80788
H 2.81873 -2.48193 1.05605
H 2.66713 -1.42933 5.49573
H 1.99962 0.15131 7.29287
H 0.61708 2.28006 6.72182
H 0.26292 2.72693 4.34338
H 0.63693 1.07963 2.64943
H 1.49515 -0.41558 -3.61618
H 1.36701 1.94958 -4.32663
H 3.55466 3.23071 -4.69202
H 5.60961 2.19744 -3.81062
H 5.60167 0.14003 -2.83279
O -1.83297 -4.91610 0.45244
As -0.80311 -4.46459 -0.89370
O 0.40696 -5.59254 -0.98068
O -0.47833 -2.87776 -0.03574
C -2.35944 -4.26030 -2.19452
C -3.46886 -5.13597 -2.07493
C -4.36171 -5.27466 -3.16312
C -4.30060 -4.37415 -4.24240
C -3.32849 -3.38793 -4.23467
C -2.29164 -3.37786 -3.28964
S -0.83049 -2.28010 -3.33971
O 0.35851 -3.11672 -3.10678
O -0.87478 -1.52550 -4.57669
O -0.91195 -1.26628 -2.07189
H -1.48193 -5.65099 1.00746
H -3.62400 -5.61482 -1.13915
H -5.14140 -6.04500 -3.18897
H -4.99581 -4.52064 -5.07509
H -3.40144 -2.50858 -4.89641
N -0.02825 1.18849 -0.82558
C -0.43087 2.27718 -1.00822
N -0.96778 3.39006 -1.34828
C -0.10448 4.57137 -1.51416
C -0.93049 5.72146 -2.09795
C -2.12132 6.07992 -1.23543
C -2.98833 4.78802 -0.94755
C -2.44136 3.40298 -1.48579
H 0.71608 4.25877 -2.17876
H 0.31449 4.82017 -0.50901
H -1.28756 5.43061 -3.09745
H -0.23648 6.56127 -2.24554
H -2.78832 6.81381 -1.81041
H -1.72368 6.58727 -0.31384
H -4.02063 4.89060 -1.29600
H -3.05046 4.62928 0.14796
H -2.72737 3.23301 -2.53927
H -2.82098 2.60572 -0.90212
```

Values from the calculation:
Frontier orbital gap (eV): 6.032
E (Eh): -6411.0521
Charge: +2
E_HOMO (eV): -13.089
Energy above the lowest of the compared OMol25 structures with the same formula, charge and spin (eV): 0.687


The lowest E_HOMO belongs to which entry?
C34H33AsF5N2NbO8S4


Look up the E of the first one.
-1444.4781 Eh


Look up the E_HOMO of the second one.
-0.004 eV